Record 1
{"formula": "C53H54AsN7RhSSe", "method": "ωB97M-V/def2-TZVPD", "charge": 1, "homo_lumo_gap_ha": 0.2169, "energy_ev": -206295.42227, "e_above_lowest_kcal_mol": 0.0, "symbols": ["Rh", "C", "C", "N", "N", "C", "N", "S", "C", "C", "C", "C", "C", "N", "H", "H", "H", "H", "H", "H", "H", "H", "H", "C", "C", "C", "C", "C", "C", "As", "C", "C", "C", "C", "C", "C", "C", "C", "C", "C", "C", "C", "H", "H", "H", "H", "H", "H", "H", "H", "H", "H", "H", "H", "H", "C", "C", "C", "C", "C", "C", "N", "C", "C", "C", "C", "C", "C", "H", "H", "H", "H", "H", "H", "H", "H", "H", "H", "C", "C", "C", "C", "N", "C", "Se", "N", "C", "C", "C", "C", "C", "C", "C", "C", "C", "C", "H", "H", "H", "H", "H", "H", "H", "H", "H", "H", "H", "H", "H", "H", "H", "H", "H", "H", "H", "H", "H", "H"], "positions_angstrom": [[-0.632015, -0.451423, 0.212747], [3.257014, 1.464823, -0.233068], [1.892065, 0.889194, -0.425657], [1.271051, 0.213887, 0.481196], [1.957233, -0.053370, 1.635046], [1.214985, -0.632340, 2.554730], [1.796764, -0.893059, 3.738178], [-0.447675, -1.097757, 2.382226], [1.167187, 1.085095, -1.688286], [1.788638, 1.722465, -2.757211], [1.089472, 1.934591, -3.931243], [-0.219054, 1.491228, -3.999918], [-0.760625, 0.835795, -2.907057], [-0.104560, 0.624947, -1.765079], [3.528528, 1.424859, 0.815972], [3.269488, 2.502766, -0.567018], [4.009326, 0.915676, -0.804759], [2.721509, -0.542622, 3.916949], [1.279514, -1.332817, 4.477005], [2.811221, 2.053899, -2.659209], [1.559244, 2.430418, -4.770051], [-0.822204, 1.626973, -4.886601], [-1.763247, 0.444758, -2.956366], [-5.687070, 3.520410, -0.004227], [-4.543952, 4.226483, -0.348535], [-3.288399, 3.705840, -0.062048], [-3.187670, 2.467613, 0.561559], [-4.332778, 1.759789, 0.908004], [-5.581790, 2.288813, 0.628267], [-1.479981, 1.714644, 1.049421], [-1.388874, 1.991880, 2.948223], [-2.131122, 1.363467, 3.932503], [-1.887153, 1.685491, 5.259547], [-0.897143, 2.606488, 5.584241], [-0.152447, 3.228060, 4.593467], [-0.401116, 2.929167, 3.258062], [0.258954, 3.560101, 2.091864], [1.240614, 4.543767, 2.148152], [1.711833, 5.119545, 0.977416], [1.206143, 4.732771, -0.257835], [0.241147, 3.736304, -0.328125], [-0.213647, 3.146928, 0.840607], [-6.662679, 3.931724, -0.226245], [-4.626075, 5.189477, -0.834945], [-2.401453, 4.270951, -0.316577], [-4.243148, 0.790882, 1.382976], [-6.472503, 1.736943, 0.898068], [-2.882042, 0.624333, 3.678723], [-2.463571, 1.212773, 6.043335], [-0.709424, 2.846554, 6.622346], [0.605254, 3.951230, 4.866066], [1.627791, 4.877720, 3.101899], [2.467414, 5.892260, 1.029756], [1.558484, 5.211755, -1.162405], [-0.161697, 3.440791, -1.290158], [-4.721123, -1.416911, -3.558065], [-4.517828, -2.561749, -2.789803], [-3.825241, -2.506148, -1.596079], [-3.291716, -1.291028, -1.113107], [-3.549629, -0.148493, -1.873251], [-4.240628, -0.209541, -3.077873], [-2.561244, -1.248207, 0.068728], [-3.129314, -2.057668, 1.089617], [-4.432116, -1.773933, 1.521132], [-5.054549, -2.525025, 2.503362], [-4.392187, -3.593576, 3.093267], [-3.113910, -3.907093, 2.661099], [-2.497550, -3.160427, 1.665554], [-5.270417, -1.465345, -4.488237], [-4.906397, -3.514786, -3.128470], [-3.679371, -3.410494, -1.018115], [-3.234514, 0.811495, -1.483825], [-4.426545, 0.706576, -3.627699], [-4.980201, -0.971238, 1.042268], [-6.063643, -2.275935, 2.806608], [-4.872081, -4.180842, 3.864501], [-2.590210, -4.753324, 3.087640], [-1.514397, -3.457479, 1.334001], [-0.870332, -6.240068, -4.024314], [-0.609406, -4.904849, -3.341181], [-0.950502, -3.727369, -4.245717], [-0.782595, -2.371566, -3.575936], [0.613581, -2.095275, -3.230423], [1.186988, -2.242303, -2.024200], [0.299804, -2.699785, -0.428142], [2.503687, -1.981777, -2.135519], [3.497690, -2.194634, -1.076407], [3.743873, -3.676618, -0.801789], [4.144447, -4.508560, -2.016335], [5.511799, -4.154923, -2.588709], [2.776984, -1.594785, -3.442438], [3.940420, -1.152040, -4.063492], [3.847515, -0.818330, -5.401004], [2.639404, -0.926240, -6.104864], [1.482209, -1.358576, -5.487807], [1.574628, -1.679663, -4.138482], [-0.612982, -7.076674, -3.375572], [-0.283105, -6.335417, -4.939791], [-1.922926, -6.340134, -4.294424], [0.442639, -4.847977, -3.040202], [-1.193436, -4.828183, -2.419919], [-1.995622, -3.795633, -4.560314], [-0.346906, -3.769462, -5.158627], [-1.362733, -2.314172, -2.656095], [-1.115833, -1.568569, -4.234622], [3.143803, -1.700860, -0.171512], [4.409867, -1.698695, -1.406876], [2.843121, -4.089809, -0.345543], [4.530460, -3.732507, -0.043720], [3.376843, -4.423594, -2.793600], [4.143361, -5.558508, -1.717603], [5.527931, -3.161621, -3.038084], [5.805925, -4.859386, -3.366201], [6.278068, -4.181972, -1.811268], [4.877598, -1.063823, -3.532401], [4.730366, -0.472500, -5.920933], [2.617036, -0.667483, -7.154606], [0.549088, -1.441429, -6.028111]], "atomic_forces_ev_per_a": [[-0.2019, 0.5467, -0.5062], [-0.0169, 0.0073, 0.0211], [-0.1180, -0.1167, -0.0273], [0.3284, 0.0354, 0.1541], [-0.2490, 0.0256, 0.0975], [-0.0035, 0.1353, -0.1220], [0.0047, 0.0247, -0.0458], [0.2080, -0.3391, 0.1651], [0.0139, -0.0548, 0.1124], [-0.0248, -0.0200, -0.0308], [-0.0371, -0.0329, 0.0424], [0.0501, 0.0183, -0.0124], [-0.0949, -0.0852, -0.0057], [0.1921, -0.1673, 0.1784], [0.0011, -0.0119, 0.0028], [0.0046, 0.0151, 0.0079], [-0.0062, -0.0238, -0.0370], [0.0084, -0.0285, -0.0036], [-0.0110, 0.0186, -0.0005], [0.0062, -0.0012, -0.0057], [-0.0024, 0.0048, -0.0048], [-0.0037, 0.0002, -0.0067], [-0.0403, -0.0252, 0.0338], [-0.0062, 0.0018, -0.0110], [0.0058, -0.0154, -0.0015], [-0.0029, -0.0493, -0.0257], [0.0194, 0.0379, -0.0113], [0.0555, -0.0481, 0.0098], [0.0064, -0.0137, -0.0136], [0.0228, -0.1033, -0.0567], [0.0549, -0.0192, -0.0300], [0.0007, 0.0124, 0.0221], [-0.0042, -0.0065, 0.0026], [0.0154, 0.0070, -0.0007], [-0.0291, 0.0096, -0.0092], [0.0097, -0.0155, 0.0190], [0.0214, 0.0252, -0.0071], [-0.0118, -0.0217, 0.0096], [-0.0033, 0.0006, -0.0066], [0.0163, -0.0035, -0.0050], [-0.0014, 0.0034, -0.0049], [-0.0257, 0.0471, 0.0246], [-0.0054, 0.0019, -0.0022], [-0.0023, 0.0048, 0.0000], [0.0035, 0.0112, 0.0051], [0.0059, 0.0830, 0.0143], [-0.0102, -0.0020, 0.0041], [0.0073, 0.0071, -0.0010], [-0.0045, -0.0025, 0.0045], [0.0012, 0.0023, 0.0049], [0.0013, 0.0052, -0.0037], [0.0005, 0.0016, 0.0033], [0.0039, 0.0048, -0.0004], [-0.0009, -0.0001, -0.0039], [0.0068, -0.0063, -0.0043], [0.0228, -0.0233, 0.0589], [-0.0207, -0.0178, -0.0609], [0.0917, 0.0529, 0.0251], [-0.0255, -0.1495, -0.2214], [-0.0164, 0.1139, 0.0416], [-0.0049, 0.0106, -0.0298], [-0.1033, 0.1385, 0.3016], [0.0167, -0.0250, -0.0348], [-0.1049, -0.0294, 0.0014], [0.0202, -0.0049, -0.0013], [0.0157, -0.0091, 0.0101], [-0.0226, 0.0033, 0.0153], [0.0183, 0.0079, -0.0014], [-0.0047, 0.0013, -0.0082], [-0.0088, -0.0002, -0.0096], [0.0150, 0.0046, 0.0180], [0.0078, 0.0197, 0.0031], [-0.0064, -0.0012, -0.0053], [0.0238, -0.0654, -0.0295], [-0.0081, -0.0006, 0.0030], [-0.0004, -0.0020, 0.0019], [0.0039, -0.0057, 0.0024], [0.0192, 0.0023, -0.0342], [0.0046, -0.0122, -0.0088], [0.0048, 0.0001, 0.0107], [-0.0251, 0.0036, -0.0036], [-0.0067, 0.0195, 0.0123], [0.0180, 0.0584, -0.0070], [-0.0705, -0.1098, 0.1085], [0.0239, 0.0169, -0.0887], [-0.0403, 0.1206, 0.0428], [0.0152, -0.0238, -0.0275], [0.0115, 0.0187, 0.0076], [-0.0143, -0.0030, -0.0061], [0.0249, -0.0090, -0.0041], [0.0099, -0.0654, -0.0330], [-0.0103, 0.0137, 0.0092], [-0.0008, 0.0022, -0.0037], [0.0035, -0.0010, -0.0039], [-0.0057, 0.0185, 0.0231], [0.0288, -0.0257, -0.0222], [0.0018, 0.0018, 0.0093], [0.0049, 0.0017, -0.0053], [-0.0062, 0.0012, -0.0024], [0.0016, 0.0032, 0.0027], [-0.0075, -0.0083, -0.0096], [-0.0034, -0.0007, 0.0119], [0.0023, -0.0038, -0.0035], [-0.0214, 0.0073, 0.0066], [-0.0035, 0.0089, -0.0010], [-0.0063, 0.0263, 0.0019], [-0.0056, 0.0274, 0.0056], [-0.0018, -0.0071, -0.0106], [-0.0089, 0.0039, 0.0118], [0.0083, 0.0025, -0.0149], [-0.0025, 0.0037, 0.0098], [0.0017, 0.0123, 0.0160], [-0.0100, 0.0004, -0.0091], [-0.0016, -0.0104, 0.0044], [0.0000, -0.0018, 0.0029], [0.0043, 0.0017, -0.0023], [-0.0024, 0.0021, -0.0044], [-0.0022, -0.0004, -0.0039]]}

***

Record 2
{"formula": "C38H45BiBrN6O2Si", "method": "ωB97M-V/def2-TZVPD", "charge": 1, "homo_lumo_gap_ha": 0.2488, "energy_ev": -136927.62259, "e_above_lowest_kcal_mol": 2.6, "symbols": ["Bi", "Br", "C", "C", "C", "C", "C", "C", "N", "N", "C", "C", "C", "C", "O", "C", "N", "C", "C", "C", "C", "H", "H", "H", "H", "H", "H", "H", "H", "H", "C", "C", "C", "N", "H", "H", "H", "H", "H", "C", "C", "C", "C", "Si", "O", "C", "C", "C", "C", "C", "C", "C", "C", "C", "C", "C", "C", "H", "H", "H", "H", "H", "H", "H", "H", "H", "H", "H", "H", "H", "H", "H", "H", "H", "H", "H", "C", "C", "C", "C", "N", "N", "H", "H", "H", "H", "H", "H", "H", "H", "H", "H", "H", "H"], "positions_angstrom": [[-0.553400, -0.299703, -1.313094], [6.615012, 2.680229, 5.794438], [5.782906, 3.556489, 4.330443], [4.414487, 3.430199, 4.152530], [3.810527, 4.041144, 3.069796], [4.563931, 4.822234, 2.190162], [5.931623, 4.980190, 2.413131], [6.546161, 4.322967, 3.462081], [3.940197, 5.606114, 1.205802], [3.036775, 5.194010, 0.477537], [2.704193, 3.851424, 0.277357], [3.652161, 2.862869, 0.079083], [3.317999, 1.611491, -0.445063], [2.008436, 1.284922, -0.739304], [1.640508, 0.126828, -1.261687], [1.013673, 2.253475, -0.458239], [-0.274184, 1.879971, -0.649829], [-1.257620, 2.718433, -0.383345], [-1.014689, 4.027673, 0.035432], [0.282219, 4.442214, 0.226406], [1.342507, 3.545934, 0.004234], [3.826190, 2.861493, 4.859202], [2.739920, 3.963084, 2.927087], [6.511934, 5.594413, 1.737417], [7.611366, 4.420144, 3.617236], [4.689674, 3.087931, 0.290422], [4.092517, 0.879750, -0.632256], [-2.261877, 2.339012, -0.493742], [-1.848850, 4.693120, 0.203934], [0.509629, 5.452817, 0.540396], [-0.405164, 0.673292, 5.747156], [0.748277, -0.210216, 5.253652], [0.794548, -0.242632, 3.805060], [0.796843, -0.265669, 2.658117], [-0.411108, 0.692591, 6.834988], [-1.363009, 0.293420, 5.396307], [-0.288136, 1.693498, 5.384576], [0.617016, -1.237832, 5.597851], [1.704380, 0.151970, 5.633631], [-4.901127, 1.568641, -0.515262], [-4.796883, 0.034503, -0.453742], [-4.545712, -0.500622, -1.869993], [-6.138402, -0.509013, 0.059398], [-3.406744, -0.568070, 0.724595], [-1.911484, -0.122938, 0.243495], [-3.521692, -2.462201, 0.671335], [-2.732202, -3.157084, -0.248425], [-2.809262, -4.532009, -0.405843], [-3.718257, -5.258501, 0.347647], [-4.538331, -4.595994, 1.248155], [-4.433612, -3.222329, 1.408775], [-3.610022, 0.261229, 2.403347], [-2.944971, 1.461170, 2.666683], [-3.177143, 2.177019, 3.831078], [-4.071151, 1.693624, 4.776462], [-4.729526, 0.494916, 4.545396], [-4.506531, -0.204931, 3.368378], [-5.894277, 1.863785, -0.861604], [-4.181710, 1.987329, -1.221899], [-4.739853, 2.026757, 0.464054], [-5.311281, -0.137047, -2.559996], [-4.564295, -1.592391, -1.890702], [-3.569542, -0.174421, -2.250511], [-6.947209, -0.214645, -0.613733], [-6.357472, -0.106461, 1.051639], [-6.131389, -1.597630, 0.125147], [-2.051328, -2.592169, -0.876902], [-2.168296, -5.044402, -1.112922], [-3.795680, -6.329886, 0.221045], [-5.262340, -5.149791, 1.831520], [-5.084855, -2.737187, 2.121909], [-2.224659, 1.832154, 1.945430], [-2.665695, 3.115891, 4.005311], [-4.257570, 2.242138, 5.690557], [-5.419812, 0.107026, 5.283492], [-5.048482, -1.125369, 3.202415], [3.045038, -3.992689, -0.747112], [1.580901, -3.650635, -0.483599], [0.796794, -3.662104, -1.801402], [0.987596, -4.651787, 0.511575], [1.604426, -2.326628, 0.153659], [0.323219, -1.721109, 0.322552], [3.134690, -5.018035, -1.101873], [3.618721, -3.887845, 0.173458], [3.467444, -3.326828, -1.502343], [0.876274, -4.641343, -2.272683], [1.201459, -2.916932, -2.492150], [-0.264144, -3.456206, -1.639750], [1.127152, -5.670712, 0.151051], [-0.084119, -4.501120, 0.668444], [1.498966, -4.551110, 1.468427], [2.165020, -1.673270, -0.383117], [0.386960, -1.101459, 1.165843], [-0.360816, -2.443013, 0.549177]], "atomic_forces_ev_per_a": [[0.5585, -0.1508, 0.1463], [-0.0871, 0.1066, -0.1552], [0.1261, -0.0491, 0.0762], [-0.0397, -0.0759, -0.0126], [0.0239, 0.2610, -0.0231], [0.3496, -0.6986, 0.7460], [-0.2444, -0.0253, -0.2915], [0.0715, -0.1178, 0.1465], [-0.0964, 0.6526, -0.1570], [-0.1562, 0.8292, -0.2843], [0.1671, -1.2428, -0.1527], [-0.1953, 0.4902, -0.0206], [-0.1659, -0.2739, -0.0534], [0.4455, 0.0196, 0.0376], [-0.5296, -0.0793, -0.0201], [0.1291, 0.3308, 0.0407], [0.0024, 0.1215, 0.0553], [0.0055, -0.0490, -0.0761], [0.1344, 0.1419, 0.0357], [-0.1813, 0.0124, -0.1228], [0.1273, -0.1127, 0.1471], [0.0111, -0.0188, -0.0078], [0.0154, -0.0342, 0.0463], [-0.0252, 0.0817, 0.0341], [-0.0008, 0.0036, 0.0123], [-0.0059, -0.0465, -0.0821], [-0.0005, -0.0078, -0.0067], [-0.0707, 0.0000, -0.0304], [-0.0119, -0.0134, 0.0137], [-0.0242, -0.0005, 0.0236], [0.0530, -0.0135, -0.0075], [-0.2132, 0.0714, 0.3897], [0.0731, -0.0144, -0.3950], [0.0147, 0.1794, 0.2588], [-0.0029, -0.0158, 0.0055], [-0.0193, 0.0131, -0.0065], [-0.0233, 0.0076, 0.0062], [0.0789, 0.0180, 0.0244], [0.0339, -0.0610, -0.0650], [0.1711, -0.1304, 0.1544], [0.1318, 0.0764, -0.0310], [0.0624, -0.1344, 0.2235], [0.2237, -0.0495, 0.1511], [-0.6003, -0.0131, 0.0371], [0.0641, 0.0506, -0.3404], [0.0251, 0.1305, 0.1244], [-0.0459, 0.1669, 0.1375], [0.0372, -0.1038, -0.0627], [-0.0098, 0.0201, -0.0239], [0.0009, -0.0146, 0.0506], [0.0551, 0.0529, 0.0603], [-0.2324, -0.3159, -0.0685], [0.1151, -0.0378, -0.1268], [-0.0069, 0.0451, 0.0611], [-0.0089, -0.0414, -0.0127], [-0.0002, -0.0158, 0.0800], [0.0157, 0.0622, -0.0219], [0.0092, 0.0257, -0.0471], [0.0467, 0.0492, -0.0049], [-0.0719, 0.0706, -0.0176], [0.0201, 0.0190, -0.0404], [-0.0170, -0.0088, -0.0529], [-0.0485, 0.0443, -0.0945], [-0.0116, 0.0174, -0.0029], [-0.1037, -0.0096, -0.0078], [-0.0785, -0.0155, -0.0281], [0.0274, -0.1098, -0.1035], [-0.0150, 0.0425, -0.0515], [0.0069, -0.0091, 0.0180], [0.0067, -0.0090, 0.0021], [-0.0483, -0.0634, 0.0007], [-0.0058, 0.0227, 0.0480], [0.0303, -0.0103, -0.0140], [0.0187, 0.0360, -0.0131], [-0.0202, 0.0043, -0.0167], [-0.0336, 0.0115, 0.0715], [-0.0991, 0.0997, 0.0668], [-0.1026, -0.1354, 0.0235], [0.1160, 0.0914, 0.1082], [0.0834, 0.0835, -0.0615], [0.2623, -0.1101, 0.2529], [-0.1096, 0.3241, -0.0683], [0.0105, 0.0018, -0.0367], [0.0357, -0.0312, -0.0085], [0.0373, -0.0045, -0.0052], [-0.0653, 0.0113, -0.0579], [0.0249, -0.0299, -0.0507], [-0.0248, -0.0801, -0.0388], [-0.0729, -0.0104, -0.0321], [0.0015, -0.0349, 0.0062], [-0.0112, -0.0329, 0.0219], [-0.0764, 0.0883, -0.0586], [-0.0266, -0.3573, -0.4198], [-0.0207, 0.0318, 0.0454]]}

***

Let's list strongest force on any atom in order: 0.8 1.3 eV/A.